No. 1
The molecule C4H13NOP2 in a non-equilibrium geometry, computed with wB97M-V/def2-TZVPD.

```
21
C4H13NOP2 | the OMol25 dataset | wB97M-V/def2-TZVPD
P -1.530 -0.840 -1.110
P -2.057 -3.087 -0.286
O -1.936 -2.688 1.346
N -0.769 -0.155 0.311
C 2.662 1.097 1.199
C 1.644 0.077 0.865
C -1.876 0.800 -2.124
C 0.417 0.739 0.316
H -0.691 -0.795 1.075
H 2.154 -0.509 -0.029
H 2.444 1.929 0.521
H -2.063 0.166 -3.057
H -0.281 -1.305 -1.781
H 2.526 1.550 2.114
H 1.338 -0.617 1.559
H 0.491 1.001 -0.823
H 0.222 1.624 0.912
H -2.657 1.435 -1.783
H -0.932 1.379 -2.035
H 3.701 0.742 1.192
H -2.807 -2.543 1.619
```

Output
lowest unoccupied orbital energy = 0.1724 eV
HOMO = -0.249 Eh
SMILES = CCCN[P@H](C)=PO

***

No. 2
A cluster of 2 separate species, C3H11NS in total in a non-equilibrium geometry, computed with wB97M-V/def2-TZVPD.

```
16
C3H11NS | the OMol25 dataset | wB97M-V/def2-TZVPD
S -0.704 0.177 -2.151
N 0.487 0.302 2.152
C -0.461 1.379 1.730
C -0.639 -0.869 -3.586
C 0.895 -0.626 1.051
H 0.052 -0.273 2.851
H -1.063 -1.860 -3.462
H -0.222 2.290 2.267
H 1.392 -1.520 1.427
H -1.506 1.104 1.810
H 1.280 0.786 2.570
H 0.384 -1.043 -3.941
H -0.040 -0.988 0.631
H 1.571 -0.122 0.371
H -0.318 1.561 0.666
H -1.108 -0.298 -4.386
```

Output
total charge = +1
2S+1 = 2
<S²> = 0.75
lowest unoccupied orbital energy (alpha / beta) = -3.5294 / -5.0141 eV
HOMO (alpha / beta) = -0.456 / -0.441 Eh

***

No. 3
The molecule C9H10BrN3O2 in a non-equilibrium geometry, computed with wB97M-V/def2-TZVPD.

```
25
C9H10BrN3O2 | the OMol25 dataset | wB97M-V/def2-TZVPD
Br 2.440 2.146 -0.863
O 0.450 2.177 1.204
O -1.285 2.795 -0.013
N -0.055 1.947 -2.234
N -0.444 0.863 -3.012
N -0.198 2.249 0.181
C 1.233 -1.238 1.137
C -0.349 -1.885 2.872
C -0.534 -0.241 -2.063
C 0.439 0.032 -0.916
C -1.304 -1.148 2.284
C -1.073 -0.509 1.025
C 0.197 -0.547 0.470
C 0.493 1.590 -1.016
C 0.961 -1.952 2.349
H -1.888 -0.082 0.610
H -1.508 -0.407 -1.752
H -0.440 -2.551 3.676
H -0.165 -1.292 -2.448
H 2.156 -1.330 0.552
H 1.796 -2.667 2.671
H 0.278 0.657 -3.672
H -2.361 -1.042 2.684
H -0.314 2.870 -2.540
H 1.477 -0.437 -1.185
```

Output
lowest unoccupied orbital energy = -0.2503 eV
HOMO = -0.331 Eh
SMILES = O=[N+]([O-])[C@]1(Br)NNC[C@@H]1c1ccccc1

***

No. 4
A cluster of 2 separate species, C4H12NO2 in total in a non-equilibrium geometry, computed with wB97M-V/def2-TZVPD.

```
19
C4H12NO2 | the OMol25 dataset | wB97M-V/def2-TZVPD
O 2.947 -0.272 1.097
O -1.860 -1.575 -0.445
N 0.278 -0.605 0.186
C 0.531 1.524 -0.886
C -0.140 0.848 0.335
C -1.642 1.163 0.405
C -0.591 -1.398 -0.724
H 0.595 0.853 -1.742
H 0.412 1.163 1.224
H -1.810 1.888 1.194
H -0.338 -1.090 -1.752
H -0.083 -2.379 -0.670
H 2.128 -0.617 0.694
H 0.043 2.476 -1.132
H -2.043 1.507 -0.546
H 3.279 0.385 0.475
H -2.164 0.245 0.670
H 1.530 1.880 -0.608
H -0.042 -1.076 1.029
```

Output
2S+1 = 2
<S²> = 0.75
lowest unoccupied orbital energy (alpha / beta) = 0.8375 / -2.0504 eV
HOMO (alpha / beta) = -0.377 / -0.372 Eh

***

No. 5
A cluster of 2 separate species, C6H12O2 in total in a non-equilibrium geometry, computed with wB97M-V/def2-TZVPD.

```
20
C6H12O2 | the OMol25 dataset | wB97M-V/def2-TZVPD
O -1.742 -4.380 -3.947
O -1.090 -1.040 1.899
C -0.762 -0.012 1.320
C -1.202 1.371 1.882
C -0.883 -3.143 -2.166
C -1.053 -3.371 -3.613
C 0.000 0.000 0.000
C -0.478 -2.333 -4.563
H 0.055 -2.887 -5.354
H -1.178 -1.626 -5.040
H 0.260 -1.757 -3.979
H 0.996 -0.462 0.106
H -1.657 -3.556 -1.497
H -1.936 1.184 2.683
H 0.096 -3.555 -1.867
H 0.122 1.003 -0.442
H -0.392 2.001 2.286
H -0.857 -2.048 -2.041
H -0.602 -0.616 -0.688
H -1.702 1.922 1.068
```

Output
lowest unoccupied orbital energy = 0.6492 eV
HOMO = -0.354 Eh
SMILES = CC(C)=O.CC(C)=O

***

No. 6
A cluster of 2 separate species, CH3NO3 in total in a non-equilibrium geometry, computed with wB97M-V/def2-TZVPD.

```
8
CH3NO3 | the OMol25 dataset | wB97M-V/def2-TZVPD
O -1.666 -0.755 0.592
O -1.442 0.806 -0.885
O 1.480 -1.122 -0.585
N -1.056 0.147 0.063
C 0.203 0.487 0.600
H 1.245 -0.898 -1.488
H 0.736 1.326 0.181
H 0.501 0.009 1.522
```

Output
2S+1 = 3
<S²> = 2.01
lowest unoccupied orbital energy (alpha / beta) = 0.5927 / -3.0467 eV
HOMO (alpha / beta) = -0.356 / -0.403 Eh

***

The records above yield energy relative to the best compared isomer or geometry (same formula, charge and spin) values of 181.5; 32.0; 0.0; 58.8; 142.4; 115.6 kJ/mol, respectively.